Entry 1:
Density functional theory data (wB97M-V/def2-TZVPD) for C6H11N3O as an isolated structure.

Last column: natural (NBO) charge in e.
Element x y z (Å)
C  -1.116139  0.360640  0.145674  -0.03
C  -0.904128  1.818912  0.476207  -0.64
C  -2.318131  0.131251  -0.735064  -0.65
C  2.872710  -1.201365  -0.206860  -0.39
N  -1.185184  -0.399567  1.394323  -0.66
N  1.792767  -0.218563  -0.066278  -0.69
C  -0.417437  -1.272056  0.838793  0.86
C  1.010688  0.106151  -1.151246  0.42
O  -0.195310  -2.395601  0.573725  -0.50
N  0.871858  0.259873  -2.304808  -0.40
H  -1.322521  -0.166130  2.383473  0.39
H  1.947919  0.520862  0.611568  0.40
H  -1.709249  2.215882  1.113837  0.20
H  0.051231  1.993406  0.979268  0.20
H  -0.928865  2.428721  -0.429268  0.23
H  -2.229943  0.728477  -1.645585  0.23
H  -2.410224  -0.913645  -1.041013  0.22
H  -3.255631  0.387748  -0.222340  0.19
H  2.576621  -2.003656  -0.883289  0.23
H  3.787046  -0.755045  -0.608181  0.19
H  3.081923  -1.626294  0.777063  0.20

Cartesian forces, eV/Å:
-0.4259 -0.4192 0.4627
0.7720 0.1535 -0.6380
-0.1256 -0.2408 0.0280
0.0576 0.2317 -0.1706
0.4906 -0.4468 1.7121
-0.9030 0.0790 0.2676
-2.2240 0.8492 -1.6299
2.4502 -0.1113 -1.3592
1.2362 0.2580 0.3386
-0.7872 -0.1312 1.3880
-0.3933 -0.0800 -0.3332
-0.1369 -0.2062 -0.3594
0.0167 -0.3220 0.1079
-0.0628 0.1100 0.0661
0.1823 -0.0725 0.0017
0.0015 -0.0465 0.1000
0.0919 0.0375 0.0085
0.0246 0.1800 -0.0311
-0.1949 0.1372 0.1466
-0.0316 0.0249 0.0143
-0.0386 0.0155 -0.1207

## Properties
relative energy (zero: lowest compared OMol25 entry of this formula, charge and spin) = 121.20 kcal per mole
E_LUMO = 0.5 eV
HOMO-LUMO gap = 8.23 eV
E = -12913.7896 eV
M = 141.2 g mol⁻¹

Entry 2:
Density functional theory data (wB97M-V/def2-TZVPD) for C6H11N3S as an isolated structure.

Last column: natural (NBO) charge in e.
Element x y z (Å)
C  -3.032223  -1.328826  -0.283007  -0.42
C  -1.712955  0.733143  -0.173879  -0.21
C  -0.534057  1.343722  0.506243  -0.43
C  0.820990  0.743329  0.135268  -0.27
C  1.995319  1.415183  -0.243905  -0.05
C  2.830415  -0.499603  -0.089616  0.22
H  -3.405023  -2.213548  0.207307  0.21
H  -2.827235  -1.822223  -1.312074  0.20
H  -3.937629  -0.547713  -0.448185  0.16
H  -1.923917  -0.540160  1.424168  0.36
H  -2.664338  1.218289  -0.125070  0.18
H  -1.444609  0.574640  -1.302747  0.19
H  -0.504203  2.450628  0.285005  0.23
H  -0.742943  1.261614  1.620459  0.21
H  1.996759  2.572547  -0.425238  0.21
H  4.880782  -0.733840  0.150116  0.40
H  3.917693  -2.356687  -0.574895  0.40
N  -1.906239  -0.595444  0.345159  -0.65
N  3.213990  0.689140  -0.166204  -0.48
N  3.824585  -1.449153  0.144571  -0.85
S  1.154839  -0.915037  0.326524  0.40

Cartesian forces, eV/Å:
-1.1767 1.6709 -1.6656
0.7405 -1.9571 -2.8633
0.4451 1.6685 0.6209
0.8111 2.1803 -0.4863
-1.4363 2.1957 1.4584
0.9278 -3.8897 1.6727
0.0433 0.1361 1.0959
0.3431 1.4746 1.3222
1.6298 -1.8735 0.2619
-0.4818 -0.4391 -2.4088
-0.4811 1.2974 0.0722
-0.5818 0.5537 1.7285
0.0939 -1.0729 0.2330
0.6112 0.1149 -1.0095
0.1420 -2.4484 0.4237
-4.1925 -3.3003 -0.3847
-0.3725 3.5278 2.3942
-0.2100 -1.7332 1.9088
-2.7020 3.2225 -1.7873
4.6706 -1.1307 -1.9398
1.1763 -0.1976 -0.6469

## Properties
relative energy (zero: lowest compared OMol25 entry of this formula, charge and spin) = 49.52 kcal per mole
E_LUMO = 0.8 eV
HOMO-LUMO gap = 8.72 eV
E = -21703.0126 eV
M = 157.2 g mol⁻¹

Entry 3:
Density functional theory data (wB97M-V/def2-TZVPD) for a 2-piece molecular cluster, C6H11N4 overall.

Last column: natural (NBO) charge in e.
Element x y z (Å)
C  1.814600  -2.687285  -0.181157  -0.25
C  0.816814  -2.188664  0.725533  -0.38
C  1.966515  -1.780547  -1.169125  -0.01
C  0.377664  -1.130944  0.081603  0.44
C  -0.960868  0.798558  1.105405  0.48
C  1.305605  0.467671  -1.793278  -0.39
N  -0.421799  1.650900  1.972969  -0.79
N  1.059153  -0.765696  -1.024760  -0.43
N  -2.144124  0.938520  0.526709  -0.45
N  -3.080212  1.986429  0.765360  -0.69
H  2.378058  -3.514044  -0.046513  0.24
H  0.455911  -2.530686  1.653082  0.27
H  2.641306  -1.765917  -1.924375  0.22
H  2.242311  0.436895  -2.274362  0.23
H  0.672668  0.581650  -2.775813  0.22
H  1.242050  1.245554  -1.153474  0.21
H  0.543638  1.463782  2.022054  0.44
H  -2.650711  0.243287  0.004080  0.42
H  -3.525882  2.454337  0.016416  0.39
H  -0.971047  2.509466  2.099027  0.44
H  -3.761648  1.586737  1.370618  0.37

Cartesian forces, eV/Å:
-1.4320 2.0340 0.6496
0.2438 -1.0852 0.3339
-1.5588 -0.3745 1.5594
-1.7861 4.2391 -0.0723
0.4887 -1.7859 -1.6696
-2.4936 -2.1705 -3.2237
-2.4927 -1.0989 -1.9879
0.9409 0.6017 -0.9785
-0.9604 0.6536 -0.6003
1.5967 0.0106 2.6268
1.4844 -2.5776 0.4214
-0.1296 -0.6513 0.7349
1.6995 0.0239 -2.2607
1.5320 -0.3281 0.2389
0.2653 -0.2104 2.3108
-0.3402 2.8096 1.6703
1.2300 0.7980 0.9057
1.2870 -0.9338 -0.1463
0.2267 -0.0153 -1.4646
0.9286 -0.0282 0.4097
-0.7301 0.0893 0.5426

## Properties
charge = +1
relative energy (zero: lowest compared OMol25 entry of this formula, charge and spin) = 141.90 kcal per mole
E_LUMO (spin up / spin down) = -5.3 / -5.3 eV
HOMO-LUMO gap (spin up / spin down) = 7.47 / 7.47 eV
E = -12348.3124 eV
M = 139.2 g mol⁻¹

Entry 4:
Density functional theory data (wB97M-V/def2-TZVPD) for an isolated ion of composition C6H11N4 and charge +1.

Last column: natural (NBO) charge in e.
Element x y z (Å)
C  -0.659774  2.117923  0.108266  -0.04
C  -2.593387  0.735127  -0.288721  0.38
C  1.101126  0.537173  0.757358  0.50
C  3.259827  -0.285479  -0.412114  -0.06
C  -3.006269  -0.531468  -0.276161  -0.20
C  -3.956064  -1.053429  0.681501  -0.67
N  0.216245  1.157951  0.206531  -0.34
N  -1.973200  1.883958  -0.282375  -0.46
N  2.225497  -0.123674  0.744958  -0.61
N  4.371202  0.560684  -0.345065  -0.78
H  -0.301492  3.081275  0.407115  0.22
H  3.711372  -1.281651  -0.319916  0.21
H  2.665487  -0.255810  -1.406148  0.21
H  -2.498168  -1.121241  -1.089255  0.28
H  -3.836045  -2.078702  0.775191  0.25
H  -5.086437  -0.790100  0.497642  0.27
H  -3.847659  -0.703686  1.688734  0.25
H  -2.450692  2.615235  -0.863551  0.45
H  2.620085  -0.279287  1.653336  0.41
H  4.861520  0.326102  0.540150  0.36
H  4.052519  1.556190  -0.228743  0.36

Cartesian forces, eV/Å:
1.6435 0.2426 0.1351
0.7769 -0.0122 0.4117
0.0940 0.0990 -0.5421
-1.5610 -1.1449 -1.1801
2.2028 2.9754 -1.5850
-3.3090 0.9020 0.7647
-0.2137 -1.0351 0.9484
-2.2393 -1.7752 -1.6610
0.3015 0.3677 -1.1579
-0.1157 2.1620 1.5338
-0.7075 0.6040 -0.1927
-0.8534 -0.1039 0.0847
0.9466 0.2734 1.7516
-0.9286 0.2858 0.7487
-0.1480 -2.1024 -0.1490
2.1731 -0.6642 -0.3014
0.5651 0.6708 0.4895
0.6476 -0.5410 0.8987
0.0171 -0.4418 0.3842
0.0131 0.3747 -0.9683
0.6948 -1.1368 -0.4137

## Properties
charge = +1
relative energy (zero: lowest compared OMol25 entry of this formula, charge and spin) = 114.62 kcal per mole
E_LUMO (spin up / spin down) = -4.0 / -4.0 eV
HOMO-LUMO gap (spin up / spin down) = 7.25 / 7.26 eV
E = -12349.4956 eV
M = 139.2 g mol⁻¹

Entry 5:
Density functional theory data (wB97M-V/def2-TZVPD) for a 2-piece molecular cluster, C6H11N4 overall.

Last column: natural (NBO) charge in e.
Element x y z (Å)
C  -1.612626  0.389528  0.860762  0.16
C  0.970248  -0.128865  -0.140620  0.65
C  -3.220000  -1.034046  0.828687  -0.31
C  3.178818  0.342798  0.116814  -0.23
C  2.476901  1.415725  -0.770166  -0.23
C  -2.498123  -1.051268  -0.530148  -0.35
N  -2.487817  -0.112719  1.605953  -0.27
N  1.998125  -0.396506  0.585906  -0.58
N  1.205070  0.741219  -1.092639  -0.59
N  -1.538728  -0.045708  -0.411493  -0.27
H  -0.947572  1.135665  1.101231  0.19
H  -4.329560  -0.819102  0.728719  0.26
H  -3.264232  -2.037799  1.375432  0.25
H  3.854025  -0.267463  -0.483840  0.22
H  3.722694  0.834256  0.815781  0.23
H  2.051433  2.277934  -0.296750  0.22
H  3.172981  1.664960  -1.727445  0.25
H  -2.095265  -2.052371  -0.841509  0.27
H  -3.210273  -1.034162  -1.340771  0.27
H  1.993024  -1.097442  1.214406  0.43
H  0.580874  1.275366  -1.598308  0.44

Cartesian forces, eV/Å:
0.5637 -0.0425 -1.9997
-1.6502 0.2723 -1.7788
-1.4219 -2.6274 0.1814
-1.5366 0.1895 -2.7273
1.7646 -0.5591 -2.5778
-1.0251 -2.3465 0.3953
-2.0774 -0.1585 2.2348
0.6667 2.1652 -1.3510
1.8538 -1.3209 0.8759
1.3198 0.3583 -1.2249
1.3332 1.6369 1.1250
1.2440 0.3435 0.2281
0.2856 1.1187 -0.6732
-0.2633 -0.2442 0.0220
1.4555 1.0299 2.6865
1.1770 0.9828 0.7144
-1.9994 -0.4086 2.2844
0.4341 0.6044 0.7465
-0.1755 1.1996 -0.7085
0.1994 -2.7368 2.5891
-2.1479 0.5432 -1.0422

## Properties
charge = +1
relative energy (zero: lowest compared OMol25 entry of this formula, charge and spin) = 123.94 kcal per mole
E_LUMO (spin up / spin down) = -6.2 / -5.3 eV
HOMO-LUMO gap (spin up / spin down) = 6.64 / 8.71 eV
E = -12349.0914 eV
M = 139.2 g mol⁻¹

Entry 6:
Density functional theory data (wB97M-V/def2-TZVPD) for C6H11N4 as an isolated structure.

Last column: natural (NBO) charge in e.
Element x y z (Å)
C  -2.677814  0.660569  -0.942827  0.22
C  -2.446938  -0.928239  0.411667  0.23
C  2.590933  -1.555832  -0.647100  -0.29
C  1.597062  -0.678903  -0.649137  -0.30
C  -0.270724  -0.189800  1.377834  -0.21
C  1.381899  0.343381  0.380237  -0.02
N  -3.272417  -0.438552  -0.480232  -0.43
N  -1.510344  0.884285  -0.362021  -0.35
N  -1.357388  -0.143853  0.502167  -0.19
N  0.908844  1.610420  -0.186793  -0.78
H  -3.106379  1.293483  -1.692903  0.23
H  -2.609206  -1.807555  1.004072  0.24
H  2.693681  -2.281299  -1.434894  0.23
H  3.340754  -1.574236  0.124417  0.21
H  0.870664  -0.688460  -1.452343  0.21
H  -0.082213  -1.181762  1.769989  0.24
H  -0.295164  0.577874  2.146071  0.21
H  2.137349  0.422961  1.150947  0.23
H  -0.296367  1.450702  -0.425997  0.44
H  1.394420  1.835105  -1.058278  0.43
H  1.009346  2.389708  0.465133  0.43

Cartesian forces, eV/Å:
0.1676 -0.1230 0.1878
0.2628 0.3467 -0.1192
-0.0800 0.1325 -0.0213
0.1691 -0.0044 -0.1634
4.1119 1.0377 -0.6736
-3.4525 -1.4293 1.6968
-0.6609 -0.3049 -0.2385
0.1153 0.1559 0.0574
-1.0352 -0.4050 -0.4375
-0.0874 0.4163 -0.3373
0.0378 0.2233 -0.1818
0.0925 -0.1685 0.1474
-0.0414 -0.1468 -0.1240
0.1638 0.0457 0.2233
-0.1002 -0.0484 -0.1344
-0.0955 0.0019 -0.0407
-0.2140 -0.0669 0.0990
0.0812 0.1569 -0.0248
0.4204 0.1925 0.0380
0.0862 0.0852 0.2096
0.0586 -0.0976 -0.1628

## Properties
charge = +1
relative energy (zero: lowest compared OMol25 entry of this formula, charge and spin) = 51.67 kcal per mole
E_LUMO = -3.2 eV
HOMO-LUMO gap = 10.14 eV
E = -12352.2253 eV
M = 139.2 g mol⁻¹

Entry 7:
Density functional theory data (wB97M-V/def2-TZVPD) for a 2-piece molecular cluster, C6H11N4 overall.

Last column: natural (NBO) charge in e.
Element x y z (Å)
C  1.518630  0.299578  -0.636865  -0.34
C  1.149398  1.605075  -0.278064  0.30
C  0.290770  -0.398262  -0.714676  0.30
C  2.015962  2.748350  -0.349502  -0.66
C  -0.134972  -1.816029  -0.980275  -0.68
C  -1.989153  -2.331031  2.031834  0.01
N  -0.163909  1.698445  -0.123033  -0.32
N  -2.787025  -0.445694  0.885242  -0.11
N  -0.657534  0.428327  -0.215174  -0.34
N  -2.369667  -1.326666  1.448560  -0.19
H  2.492682  0.076882  -1.110550  0.27
H  3.041338  2.385673  -0.402557  0.26
H  1.907974  3.069127  -1.324981  0.26
H  1.717373  3.330155  0.462727  0.24
H  0.280528  -2.059144  -1.923220  0.26
H  0.416239  -2.460241  -0.237493  0.26
H  -1.160584  -2.173075  -0.901466  0.26
H  -1.684403  -3.133078  1.503460  0.15
H  -1.600513  -2.215930  2.998867  0.17
H  -1.610638  0.317478  -0.562497  0.45
H  -0.672494  2.400062  0.429662  0.45

Cartesian forces, eV/Å:
-0.9902 -0.0245 -1.2417
0.6715 -1.7384 -1.2229
-0.4297 0.1598 1.7420
1.2160 -1.7699 0.6071
1.7629 -0.6300 1.2856
1.6505 -1.5016 2.7770
-0.3261 -0.4872 0.9692
-3.2980 6.4823 -4.2300
-0.2330 0.2171 -1.5079
0.2204 -1.6176 1.5920
-0.7858 -0.2167 0.8145
0.1507 0.3080 0.9593
-0.6965 1.8574 -1.8456
0.4165 2.0337 0.8820
0.1962 -0.6343 -1.0859
-0.2866 0.6032 -0.6962
-0.2122 1.0102 -0.1699
0.6961 -3.3773 -1.7156
0.2358 -0.2694 1.9475
-0.2054 0.0455 0.6261
0.2468 -0.4504 -0.4867

## Properties
charge = +1
relative energy (zero: lowest compared OMol25 entry of this formula, charge and spin) = 54.86 kcal per mole
E_LUMO (spin up / spin down) = -3.5 / -5.1 eV
expectation value of S² = 2.019
HOMO-LUMO gap (spin up / spin down) = 6.05 / 9.33 eV
E = -12348.2477 eV
M = 139.2 g mol⁻¹
2S+1 = 3

Entry 8:
Density functional theory data (wB97M-V/def2-TZVPD) for an isolated ion of composition C6H11N4 and charge +1.

Last column: natural (NBO) charge in e.
Element x y z (Å)
C  1.419401  -1.299839  -0.302057  0.14
C  -0.543302  0.992149  -0.008934  0.60
C  -1.276683  -0.060475  0.704150  -0.34
C  1.688084  -0.024979  -0.014536  0.23
C  3.122648  0.472784  0.209763  -0.65
C  -3.097866  -1.373810  0.054363  -0.02
N  1.274919  -2.520378  -0.336708  -0.57
N  0.703504  0.954378  -0.303484  -0.51
N  -1.967268  -0.890758  -0.257030  -0.40
N  -1.315560  2.030805  -0.304841  -0.70
H  -0.589437  -0.867798  1.113187  0.27
H  -1.848448  0.376182  1.369742  0.21
H  3.367072  1.144668  -0.534306  0.23
H  3.719529  -0.336180  0.187618  0.24
H  3.211074  1.102284  1.127301  0.25
H  1.568003  -3.060081  -1.132100  0.42
H  -3.633019  -1.224823  1.004567  0.17
H  -3.517489  -1.935309  -0.724438  0.20
H  0.966043  1.907910  -0.682443  0.42
H  -2.197345  1.747453  -0.479995  0.41
H  -1.053856  2.865823  -0.689810  0.41

Cartesian forces, eV/Å:
-1.1623 0.2868 0.9786
-1.3928 0.0545 0.2111
3.6268 -5.0308 -2.5337
2.2355 0.1377 -0.3769
-3.7057 2.2728 1.7971
0.9193 0.9301 0.4330
-0.1344 -0.6582 -1.1533
1.3212 3.3573 -0.3439
-0.9661 0.3924 -0.4807
2.2703 -1.5091 1.3479
-0.3692 1.6096 0.2231
-2.9431 1.9734 3.7341
0.7601 1.4215 -1.9941
2.2076 -2.5333 0.2246
-0.0501 -0.7901 -0.2558
0.3010 -1.0244 0.3652
0.2253 0.0004 -0.2193
-0.9935 -1.0441 -0.6796
0.6384 -1.5938 0.3763
-3.9207 -0.5549 -0.3525
1.1324 2.3022 -1.3013

## Properties
charge = +1
relative energy (zero: lowest compared OMol25 entry of this formula, charge and spin) = 63.40 kcal per mole
E_LUMO (spin up / spin down) = -3.5 / -6.0 eV
expectation value of S² = 2.018
HOMO-LUMO gap (spin up / spin down) = 5.54 / 7.84 eV
E = -12347.8777 eV
M = 139.2 g mol⁻¹
2S+1 = 3